[1]
17
Properties=species:S:1:pos:R:3:forces:R:3 method="wB97M-V/def2-TZVPD" de_lowest_kcal_mol=84.1 largest_force_ev_per_a=4.5 homo_energy_ev=-8.20 gap_ev=8.6 e_tot_ha=-272.58391 multiplicity=1 smiles="C=CC(C=C)=CC" lumo_ev=0.409
C 0.824515 1.278487 -0.466516 -2.6 3.7 -0.1
C 0.026529 2.351175 -0.832983 1.2 -2.7 -0.7
C -0.703938 -0.554670 -0.970510 -2.4 0.3 1.2
C 0.296538 -0.048609 -0.226396 0.6 -1.2 1.9
C 0.865407 -0.675297 1.089547 -0.9 3.1 -2.0
C 1.254932 0.155324 2.078838 -0.2 -1.2 -0.3
C -1.334245 -1.917521 -0.824444 2.3 -1.2 -0.8
H 1.768771 1.610546 -0.099881 1.2 -0.7 -0.3
H -1.033211 2.087454 -0.963887 0.4 0.8 -0.2
H 0.509034 3.209607 -1.327060 -0.6 0.0 0.9
H -1.524746 0.114348 -1.316133 1.6 0.2 -1.0
H 0.696744 -1.685839 1.299887 0.4 -1.5 0.0
H 1.672872 -0.440643 2.892508 -0.3 0.9 0.5
H 1.120475 1.261705 2.123263 0.6 -1.2 -0.3
H -2.067417 -2.167925 -1.620722 1.0 0.2 -0.1
H -0.370556 -2.633317 -0.862950 -2.8 0.8 0.5
H -2.001705 -1.944821 0.027437 0.5 -0.4 0.9

=====

[2]
106
Properties=species:S:1:pos:R:3:forces:R:3 method="wB97M-V/def2-TZVPD" de_lowest_kcal_mol=204.9 total_charge=+1 largest_force_ev_per_a=6.4 homo_energy_ev=-11.70 gap_ev=7.2 e_tot_ha=-5630.86915 multiplicity=1 lumo_ev=-4.457
C -0.468096 -3.541792 -4.357427 0.1 0.5 0.3
C -1.554900 -2.480857 -3.757197 1.3 -1.2 0.7
C -0.750340 -1.554604 -2.672227 -1.7 -0.1 -1.2
C -1.719996 -1.356318 -1.427665 0.4 -0.1 -0.1
C -1.200719 -0.499437 -0.185793 -1.2 1.0 1.5
C -2.583281 0.137614 0.449125 0.4 -0.5 -0.6
C -3.763844 -0.928330 0.651662 -0.9 1.3 -0.6
C -4.708283 -0.396007 1.846762 0.9 0.1 -0.3
S -5.939932 0.853549 1.166350 -6.4 0.6 -0.2
O -6.838482 1.369022 2.275649 3.6 -1.5 -2.3
O -6.778363 0.266757 0.051124 3.6 1.4 2.7
O -5.173611 2.205490 0.508900 0.4 -2.0 1.0
C -0.552096 -1.326531 1.025972 -0.4 -1.8 -1.2
C 0.658205 -2.312826 0.638964 1.0 -0.7 0.4
C 2.088880 -1.920161 1.292769 -0.6 -1.3 0.3
N -0.148287 -0.506048 2.212495 -0.1 2.3 -1.7
C 0.309083 0.847766 1.881070 -0.4 0.8 0.6
N 1.154215 1.409509 2.770881 -0.7 -0.9 -0.1
C 1.581061 0.606249 3.976695 1.0 0.3 1.6
C 0.420926 0.565280 5.120383 -1.7 -5.2 -1.0
O -0.199550 -0.530943 5.202599 2.4 5.3 0.2
Br 0.051671 2.115379 6.288171 0.5 -1.1 -1.1
C 1.707103 2.790218 2.661758 1.8 0.8 -0.5
I 0.152905 4.360367 2.815902 0.7 -0.7 -0.1
C 2.659915 3.010942 1.354874 -0.3 1.7 0.2
C 3.797870 4.131975 1.703338 0.2 -0.5 0.2
N -0.103833 1.640691 0.727760 0.6 -2.3 0.9
C -0.298211 0.779936 -0.516702 0.2 -0.6 0.0
C 1.193628 0.490481 -1.028654 0.5 1.0 -1.3
C 1.499188 1.437497 -2.329381 1.1 -0.9 -0.2
C 2.940698 2.195596 -2.207227 -1.4 -0.4 -0.4
P 3.970754 1.998489 -3.795365 4.1 4.5 -0.4
O 5.041615 3.125650 -3.750300 -2.9 -3.0 0.1
O 4.839389 0.522721 -3.821895 -1.7 1.5 0.6
C 5.661897 0.376712 -2.627177 1.0 -1.0 2.0
C 6.706502 -0.864543 -2.743204 -0.8 1.1 -0.1
O 3.039931 2.279034 -5.193016 1.4 -2.4 2.2
C 3.297971 1.291776 -6.236939 -0.8 -1.1 -1.5
C 2.434734 -0.041048 -5.956851 0.6 0.2 0.1
H 0.541536 -3.012044 -4.551536 -1.7 -0.7 0.0
H -0.845047 -4.017102 -5.324094 0.6 0.5 1.4
H -0.222562 -4.357460 -3.573118 -0.6 1.2 -1.3
H -2.311232 -3.144661 -3.183325 0.9 1.4 -1.1
H -2.057767 -1.866683 -4.576104 0.6 -0.9 1.2
H -0.627671 -0.531710 -3.190763 0.4 -1.5 0.9
H 0.230141 -2.099204 -2.482202 -1.2 1.0 0.0
H -2.660456 -0.816589 -1.837850 1.5 -0.9 0.6
H -2.061948 -2.396069 -1.054087 0.5 1.6 -0.5
H -2.924098 0.914546 -0.327189 0.4 -0.9 1.3
H -2.382715 0.650270 1.460206 -0.3 -0.6 -1.5
H -4.417023 -0.883016 -0.304313 1.0 -0.3 1.6
H -3.437670 -2.014638 0.758420 -0.4 1.6 0.3
H -5.319418 -1.229726 2.330617 0.5 1.4 -0.6
H -4.125202 0.195239 2.653809 -1.0 -1.1 -1.2
H -4.337234 2.392995 0.992732 -0.8 -0.1 -0.2
H -1.391132 -2.026819 1.412899 1.4 1.3 -0.6
H 0.840113 -2.454236 -0.475638 -0.7 0.4 1.4
H 0.420117 -3.367295 1.054942 0.3 1.7 -0.7
H 2.006919 -2.204702 2.410963 0.3 0.8 -1.7
H 2.370478 -0.824513 1.130862 -0.2 -1.6 0.3
H 2.877101 -2.649502 0.862122 -1.2 1.5 0.5
H -1.002070 -0.387600 2.781544 0.8 0.0 0.2
H 2.492455 1.082226 4.507774 -1.5 -0.3 -1.3
H 1.935960 -0.452874 3.688364 -1.3 1.7 0.4
H 2.402192 3.011328 3.558145 -1.5 -0.8 -1.3
H 2.023127 3.488240 0.522983 1.0 -1.3 1.1
H 3.172649 2.044276 1.031083 -1.0 1.2 0.5
H 3.693844 4.533224 2.771112 0.1 -0.6 -1.4
H 3.741089 5.040755 1.005487 0.1 -1.5 1.0
H 4.835473 3.629137 1.628766 -1.6 1.0 0.0
H -0.916603 2.242872 0.903471 0.6 -0.2 0.4
H -0.895562 1.449353 -1.246313 1.2 -1.1 1.0
H 1.406537 -0.585092 -1.333860 -0.6 1.5 0.5
H 2.013714 0.781078 -0.266164 -1.8 -0.5 -0.9
H 0.651672 2.165419 -2.557618 1.3 -0.9 0.5
H 1.601983 0.747259 -3.246726 -0.5 1.0 1.4
H 3.580479 1.756357 -1.363200 -0.9 0.7 -1.3
H 2.751551 3.321557 -2.028666 0.8 -1.8 -0.5
H 4.993859 0.119761 -1.714299 0.8 0.5 -1.5
H 6.243742 1.322731 -2.364719 -1.0 -1.1 -0.7
H 7.675709 -0.457814 -3.196444 -1.4 -1.0 0.5
H 6.912450 -1.266014 -1.683239 -0.3 0.6 -1.7
H 6.189857 -1.657751 -3.380198 1.0 0.9 0.8
H 2.900326 1.740960 -7.224275 0.8 -0.5 1.7
H 4.420241 1.093423 -6.337149 -1.6 0.2 0.2
H 2.762901 -0.480897 -4.937814 -0.7 0.6 -1.6
H 2.620767 -0.859334 -6.752526 -0.3 1.5 1.2
H 1.327730 0.264365 -5.952299 1.6 -0.6 0.1
C -1.154078 -7.039169 -1.700637 0.1 -0.3 -0.2
O -0.237536 -6.803032 -2.759042 0.1 0.0 -0.1
H -1.343448 -6.098074 -1.182639 0.1 0.0 -0.1
H -2.093468 -7.424042 -2.105039 -0.1 0.0 0.2
H -0.728128 -7.759063 -0.997436 -0.2 0.0 0.2
H -0.087466 -7.649082 -3.200081 0.0 0.3 0.0
C -7.311783 -2.150896 4.763307 -0.1 0.2 -0.1
O -6.179315 -1.293374 4.817191 0.3 0.3 -0.2
H -7.012627 -3.149225 5.083482 0.1 0.1 0.0
H -8.090179 -1.775593 5.431423 -0.1 -0.2 -0.1
H -7.690566 -2.198170 3.739066 -0.2 -0.1 0.1
H -6.471838 -0.417066 4.529450 0.0 -0.2 0.1
C -2.501375 5.635662 6.717511 0.0 -0.2 -0.1
O -1.588830 5.864225 5.652229 0.2 0.0 -0.2
H -2.694530 6.581296 7.223758 0.1 -0.1 -0.1
H -3.439829 5.240247 6.321097 -0.1 0.0 0.2
H -2.068489 4.927330 7.428740 -0.2 0.0 0.2
H -1.434131 5.014743 5.220860 0.0 0.2 0.1

=====

[3]
14
Properties=species:S:1:pos:R:3:forces:R:3 method="wB97M-V/def2-TZVPD" de_lowest_kcal_mol=27.7 largest_force_ev_per_a=3.8 homo_energy_ev=-9.06 gap_ev=9.9 e_tot_ha=-518.42761 multiplicity=1 smiles=CCS.C lumo_ev=0.868
C 1.534173 2.380364 0.525325 -2.4 -1.9 -2.3
H 2.592084 2.465061 0.435342 0.7 0.1 -0.2
H 1.064691 3.404178 0.605725 0.3 -1.5 0.7
H 1.299225 1.474080 1.171756 0.0 1.9 0.2
H 1.076219 1.908658 -0.474621 1.3 1.3 1.6
C -0.514552 -2.252462 0.135289 0.2 2.7 0.8
C -0.963950 -1.092926 -0.868136 0.0 -0.8 -1.2
S -2.024295 0.155548 0.014438 0.7 0.1 -0.4
H -1.392095 -2.482751 0.849741 1.3 -0.2 -1.6
H 0.263622 -1.779985 0.851915 -0.9 -1.0 -1.2
H -0.065439 -3.025449 -0.506703 -0.4 -0.2 0.9
H -0.149776 -0.628891 -1.561903 -1.0 -0.6 1.9
H -1.608150 -1.587936 -1.686339 0.4 0.9 1.5
H -1.111758 1.062509 0.508167 -0.3 -0.8 -0.5

=====

Question: What is the multiplicity in the third record?
Answer: 1